1.
{
  "formula": "C4H11NS",
  "method": "the ωB97M-V functional and the def2-TZVPD basis",
  "species": ["C", "C", "S", "C", "N", "C", "H", "H", "H", "H", "H", "H", "H", "H", "H", "H", "H"],
  "coordinates": [[0.0367, 0.7617, 0.3432], [1.5793, 1.1040, 0.1384], [2.1768, 2.6857, 0.5601], [-0.0193, -0.6501, 0.8096], [-1.3849, -1.1736, 0.4358], [-1.3743, -1.7709, -0.9727], [-0.2940, 1.4748, 1.1507], [-0.4051, 0.9900, -0.5431], [1.5423, 0.9726, -1.0124], [2.2844, 0.3880, 0.5214], [1.5887, 3.5352, -0.2456], [0.6798, -1.3576, 0.4188], [0.2216, -0.7061, 1.8507], [-2.2006, -0.5018, 0.4876], [-2.4252, -2.0361, -1.0828], [-0.8034, -2.5898, -1.0566], [-1.2027, -1.1261, -1.8032]],
  "forces_ev_per_a": [[4.212, 1.382, 4.120], [-2.377, -0.578, -3.871], [1.364, 0.822, 1.550], [-3.197, -0.109, -0.752], [0.194, -0.778, -0.952], [-3.664, 3.077, 2.492], [-0.234, -0.836, -0.763], [-1.663, 0.272, -2.373], [1.183, 0.167, 1.608], [0.063, -0.285, 0.410], [-0.682, 0.091, -0.765], [0.574, -0.150, -1.061], [-0.504, 0.085, 0.998], [1.861, -0.746, 0.112], [0.005, -0.508, -0.298], [2.194, -3.000, 0.069], [0.671, 1.093, -0.525]],
  "e_homo_ev": -8.41,
  "largest_force_ev_per_a": 6.05,
  "spin_multiplicity": 1,
  "homo_lumo_gap_ev": 9.3,
  "smiles": "CNCCCS",
  "e_tot_ha": -611.87152,
  "relative_energy_kcal_mol": 44.3
}


2.
{
  "formula": "C4H7FS",
  "method": "the ωB97M-V functional and the def2-TZVPD basis",
  "species": ["C", "C", "C", "C", "H", "H", "H", "H", "H", "H", "H", "F", "S"],
  "coordinates": [[1.1653, -1.2226, 1.1860], [-0.3119, 0.1085, -0.6476], [-1.4071, -0.3476, -1.2916], [-0.0871, 1.6082, -0.1454], [0.1578, -1.5133, 1.5795], [1.8089, -2.1433, 1.3318], [1.6134, -0.4069, 1.7506], [-2.1835, 0.3470, -1.5548], [-1.5697, -1.3822, -1.5334], [0.8782, 1.8519, -0.5295], [-0.1319, 1.5338, 0.9608], [-1.0481, 2.4825, -0.5434], [1.1157, -0.9161, -0.5630]],
  "forces_ev_per_a": [[0.213, -1.723, 1.166], [-1.040, 1.086, -0.870], [0.989, 1.046, 0.927], [-0.752, -3.156, 0.410], [0.816, 0.475, -0.341], [-0.568, 1.081, -0.141], [-0.166, -0.021, 0.072], [-0.386, 0.197, 0.123], [0.333, -0.198, -0.230], [0.655, 0.736, -0.050], [0.382, 0.339, -0.506], [-0.340, 0.222, -0.364], [-0.136, -0.084, -0.198]],
  "e_homo_ev": -8.94,
  "largest_force_ev_per_a": 3.27,
  "spin_multiplicity": 1,
  "homo_lumo_gap_ev": 9.7,
  "smiles": "C=C(CF)SC",
  "e_tot_ha": -654.61619,
  "relative_energy_kcal_mol": 30.6
}


3.
{
  "formula": "C41H41FeN8O10P2S2",
  "method": "the ωB97M-V functional and the def2-TZVPD basis",
  "species": ["Fe", "C", "C", "C", "C", "C", "C", "C", "S", "O", "O", "N", "C", "C", "C", "C", "C", "C", "C", "C", "N", "C", "H", "H", "H", "H", "H", "H", "H", "H", "H", "H", "H", "H", "H", "C", "O", "C", "C", "C", "C", "C", "C", "C", "N", "C", "C", "N", "C", "C", "C", "C", "N", "C", "C", "N", "C", "C", "C", "C", "H", "H", "H", "H", "H", "H", "H", "H", "H", "H", "H", "H", "H", "H", "O", "P", "O", "O", "O", "P", "O", "O", "O", "H", "H", "C", "C", "N", "C", "S", "N", "C", "C", "H", "H", "H", "H", "H", "H", "H", "H", "H", "H", "H", "H"],
  "coordinates": [[1.3289, -0.8099, 1.1000], [5.6664, -7.3357, 1.6618], [4.4828, -6.4773, 1.3112], [4.3137, -5.2244, 1.8978], [3.2119, -4.4405, 1.6038], [2.2654, -4.9192, 0.7067], [2.4116, -6.1581, 0.1053], [3.5216, -6.9299, 0.4123], [0.8488, -3.9200, 0.3614], [0.1299, -3.7015, 1.5920], [0.1311, -4.5751, -0.7108], [1.4579, -2.4981, -0.0810], [2.3905, -2.4733, -1.1233], [2.4739, -3.3513, -2.1794], [3.5018, -3.2331, -3.1395], [4.4453, -2.2519, -3.0636], [4.3900, -1.3239, -1.9973], [5.3340, -0.2895, -1.8186], [5.2263, 0.5524, -0.7500], [4.1522, 0.3819, 0.1410], [3.2533, -0.5609, -0.0011], [3.3607, -1.4296, -1.0431], [6.5013, -6.7321, 2.0154], [6.0001, -7.9184, 0.8034], [5.4064, -8.0381, 2.4565], [5.0536, -4.8570, 2.5986], [3.0888, -3.4657, 2.0622], [1.6629, -6.5055, -0.5934], [3.6437, -7.8995, -0.0558], [1.7460, -4.1430, -2.2763], [3.5327, -3.9493, -3.9506], [5.2360, -2.1709, -3.7982], [6.1408, -0.1826, -2.5337], [5.9389, 1.3464, -0.5789], [4.0301, 1.0456, 0.9867], [-4.1155, 11.7289, -0.3216], [-4.1072, 10.6838, -1.2770], [-3.4377, 9.5483, -0.9622], [-2.7568, 9.3441, 0.2317], [-2.1066, 8.1354, 0.4475], [-2.1205, 7.1275, -0.5052], [-2.8110, 7.3486, -1.7008], [-3.4598, 8.5400, -1.9279], [-1.4502, 5.8406, -0.3021], [-1.5134, 4.8223, -1.1273], [-0.7596, 3.8377, -0.5429], [-0.2260, 4.2692, 0.6480], [-0.6742, 5.5594, 0.7912], [0.6098, 3.4620, 1.4741], [1.1928, 3.8504, 2.6868], [1.9792, 2.9626, 3.3735], [2.1667, 1.6814, 2.8528], [1.6164, 1.2953, 1.7154], [0.8467, 2.1569, 1.0218], [0.2576, 1.6708, -0.2103], [0.4936, 0.3804, -0.5388], [-0.0258, -0.1061, -1.6484], [-0.7943, 0.6733, -2.5219], [-1.0537, 1.9777, -2.1998], [-0.5273, 2.5039, -1.0099], [-4.6975, 12.5336, -0.7608], [-3.1031, 12.0854, -0.1155], [-4.5864, 11.4091, 0.6112], [-2.7278, 10.1042, 0.9979], [-1.5949, 8.0014, 1.3932], [-2.8275, 6.5626, -2.4430], [-3.9973, 8.7195, -2.8493], [-0.5038, 6.1712, 1.5681], [1.0160, 4.8417, 3.0859], [2.4338, 3.2222, 4.3183], [2.7598, 0.9441, 3.3793], [0.1544, -1.1531, -1.8498], [-1.1989, 0.2187, -3.4146], [-1.6666, 2.6111, -2.8274], [-1.9110, -0.9751, 3.9073], [-0.7598, -0.0760, 3.2900], [-1.1029, 1.3475, 3.2925], [-0.3702, -0.7184, 1.9375], [0.5176, -0.3528, 4.2457], [1.6023, -1.5513, 4.1256], [0.6938, -2.8566, 4.1066], [2.5373, -1.4791, 5.2447], [2.2125, -1.4139, 2.7027], [-1.6627, -1.9099, 3.9358], [0.5115, -3.1887, 3.2019], [-6.1475, -1.9200, -0.3516], [-5.3737, -1.5169, -1.5978], [-4.4247, -2.5336, -2.0260], [-3.1957, -2.6847, -1.4834], [-2.5607, -1.6378, -0.3348], [-2.4742, -3.7489, -1.9009], [-2.9826, -4.8698, -2.6671], [-3.8720, -5.8060, -1.8543], [-6.8447, -1.1314, -0.0653], [-5.4571, -2.0847, 0.4750], [-6.7196, -2.8343, -0.5227], [-4.8111, -0.6040, -1.4116], [-6.0503, -1.3353, -2.4350], [-4.7892, -3.2824, -2.5898], [-1.6336, -3.9113, -1.3592], [-2.1135, -5.4151, -3.0357], [-3.5023, -4.5065, -3.5590], [-3.3127, -6.2122, -1.0116], [-4.2248, -6.6354, -2.4692], [-4.7410, -5.2826, -1.4522]],
  "forces_ev_per_a": [[0.146, -0.128, 0.026], [0.006, -0.001, 0.003], [-0.002, -0.006, -0.011], [-0.002, -0.006, 0.002], [0.007, 0.006, 0.007], [-0.015, -0.005, 0.007], [0.000, 0.004, -0.001], [-0.002, 0.003, -0.003], [0.059, -0.034, -0.001], [-0.043, 0.019, -0.024], [-0.057, 0.018, 0.033], [-0.054, 0.060, -0.017], [0.042, -0.001, -0.021], [-0.006, -0.002, -0.008], [0.002, 0.002, -0.005], [-0.002, -0.003, 0.010], [-0.002, 0.011, -0.010], [-0.001, 0.003, -0.005], [0.002, -0.002, 0.010], [0.002, 0.002, -0.004], [-0.011, 0.018, 0.010], [0.010, -0.019, 0.007], [0.001, 0.000, -0.002], [-0.001, -0.001, 0.001], [0.000, 0.000, 0.002], [-0.001, -0.001, 0.001], [0.005, -0.006, -0.001], [0.000, 0.000, 0.002], [0.000, 0.000, -0.001], [-0.001, 0.009, 0.003], [0.000, 0.003, -0.002], [0.000, -0.001, -0.001], [0.000, 0.002, 0.000], [0.000, 0.000, 0.002], [0.004, -0.002, 0.001], [0.000, -0.001, 0.000], [0.001, 0.007, -0.001], [0.001, -0.001, 0.001], [-0.003, 0.000, -0.002], [0.002, -0.005, 0.001], [-0.004, 0.001, -0.005], [0.003, -0.002, 0.004], [-0.002, 0.006, -0.001], [0.000, 0.002, 0.002], [0.002, 0.000, 0.001], [-0.001, 0.002, -0.006], [-0.007, -0.002, -0.003], [-0.004, -0.003, 0.003], [0.002, -0.010, 0.000], [-0.001, -0.002, 0.006], [0.005, 0.001, -0.004], [0.002, -0.012, 0.004], [-0.016, 0.012, -0.020], [0.022, 0.019, 0.020], [-0.005, -0.004, -0.022], [-0.036, 0.006, -0.021], [0.020, 0.009, 0.009], [0.004, -0.006, 0.004], [-0.003, 0.006, 0.006], [-0.002, -0.001, -0.005], [0.000, 0.000, 0.000], [0.000, 0.000, 0.000], [-0.001, 0.000, 0.000], [-0.001, 0.000, 0.000], [0.000, -0.001, 0.000], [0.000, 0.000, 0.000], [0.000, 0.000, 0.000], [0.003, 0.002, -0.002], [0.000, 0.000, 0.000], [-0.001, 0.001, 0.000], [-0.001, 0.006, -0.003], [-0.011, -0.004, 0.009], [-0.002, -0.001, 0.001], [0.001, 0.000, -0.002], [-0.008, -0.014, 0.006], [-0.010, 0.003, -0.036], [-0.005, 0.007, 0.011], [-0.035, -0.004, 0.052], [0.007, 0.042, 0.005], [-0.036, -0.027, 0.043], [0.022, 0.012, 0.023], [0.001, -0.010, -0.015], [-0.032, 0.049, -0.038], [-0.005, 0.012, -0.003], [0.031, -0.032, -0.012], [0.004, -0.003, 0.003], [0.005, 0.016, -0.012], [0.024, 0.024, -0.034], [-0.096, -0.109, 0.134], [0.021, 0.044, -0.044], [0.006, 0.013, 0.007], [0.000, -0.008, -0.013], [-0.007, -0.011, -0.002], [0.000, 0.000, -0.003], [-0.002, -0.001, -0.002], [-0.002, 0.000, -0.002], [-0.004, 0.004, 0.000], [-0.002, 0.002, 0.001], [0.006, 0.010, -0.008], [0.067, 0.021, -0.065], [0.001, 0.004, 0.007], [-0.003, 0.011, 0.003], [-0.003, -0.006, 0.000], [0.001, -0.001, 0.003], [0.002, -0.016, 0.006]],
  "e_homo_ev": [-7.57, -7.57],
  "largest_force_ev_per_a": 0.20,
  "spin_multiplicity": 6,
  "homo_lumo_gap_ev": [7.2, 6.7],
  "e_tot_ha": -5520.73081,
  "relative_energy_kcal_mol": 0.0
}


4.
{
  "formula": "C4H4CoO5",
  "method": "the ωB97M-V functional and the def2-TZVPD basis",
  "species": ["Co", "O", "C", "C", "O", "C", "O", "C", "O", "H", "H", "O", "H", "H"],
  "coordinates": [[0.0119, 0.0002, -0.4214], [0.0031, 2.8299, 0.0816], [0.0086, 1.7005, -0.1654], [0.0132, -1.6991, -0.1654], [0.0095, -2.8296, 0.0828], [1.7187, 0.0022, -0.1738], [2.8566, 0.0034, 0.0153], [-1.7109, -0.0017, -0.2377], [-2.8513, -0.0034, -0.0875], [0.0478, 0.4071, -2.1453], [0.0487, -0.4076, -2.1450], [-0.7852, 0.0006, 2.5513], [-0.2881, 0.7620, 2.9050], [-0.3125, -0.7751, 2.8970]],
  "forces_ev_per_a": [[-0.122, 0.022, 0.974], [0.008, -4.133, -0.533], [0.099, 8.722, 0.414], [0.118, -8.839, 0.444], [0.003, 4.234, -0.560], [7.141, 0.002, 1.935], [-2.917, -0.002, -0.687], [-8.347, -0.014, 1.657], [3.972, 0.007, -0.686], [-0.058, -1.186, -1.271], [-0.060, 1.188, -1.270], [0.513, 0.140, -0.834], [-0.220, -0.031, 0.175], [-0.131, -0.110, 0.241]],
  "e_homo_ev": [-16.49, -20.78],
  "largest_force_ev_per_a": 8.85,
  "spin_multiplicity": 4,
  "homo_lumo_gap_ev": [5.4, 5.6],
  "e_tot_ha": -1912.76982,
  "relative_energy_kcal_mol": 134.0,
  "charge": 2
}


5.
{
  "formula": "C4H12NO",
  "method": "the ωB97M-V functional and the def2-TZVPD basis",
  "species": ["C", "O", "C", "C", "C", "N", "H", "H", "H", "H", "H", "H", "H", "H", "H", "H", "H", "H"],
  "coordinates": [[-0.8421, -0.7671, 0.9109], [-1.8100, 0.1434, 1.4422], [-0.1274, -0.0089, -0.1818], [1.1658, -0.6670, -0.6288], [1.5383, -0.3004, -2.0666], [0.0947, 1.3952, 0.3627], [-1.3084, -1.6294, 0.4222], [-0.1468, -1.0812, 1.7003], [-2.4994, -0.3297, 1.9211], [-0.7758, 0.1388, -1.0440], [1.0453, -1.7333, -0.4537], [1.9898, -0.3446, 0.0243], [1.6098, 0.7787, -2.1520], [0.8676, -0.7584, -2.7936], [2.5174, -0.7156, -2.3183], [0.7947, 1.3654, 1.1060], [0.3846, 2.0596, -0.3514], [-0.8038, 1.6572, 0.8114]],
  "forces_ev_per_a": [[-0.466, 0.251, 0.046], [0.039, -0.376, -0.111], [0.259, 0.244, -0.153], [0.287, 0.482, 0.071], [0.417, -0.897, 0.262], [-0.211, -0.363, 0.302], [0.072, -0.028, 0.336], [-0.066, -0.109, -0.164], [0.039, 0.071, 0.019], [-0.226, -0.033, 0.079], [0.116, -0.183, -0.269], [-0.181, -0.155, 0.098], [-0.132, 0.170, -0.391], [-0.273, 0.416, 0.036], [0.011, 0.181, 0.145], [0.104, 0.122, -0.061], [-0.056, 0.067, 0.005], [0.268, 0.140, -0.251]],
  "e_homo_ev": -15.46,
  "largest_force_ev_per_a": 1.02,
  "spin_multiplicity": 1,
  "homo_lumo_gap_ev": 12.2,
  "smiles": "CC[C@H]([NH3+])CO",
  "e_tot_ha": -289.35648,
  "relative_energy_kcal_mol": 11.5,
  "charge": 1
}


6.
{
  "formula": "CH2N2O3S",
  "method": "the ωB97M-V functional and the def2-TZVPD basis",
  "species": ["C", "N", "N", "O", "O", "O", "S", "H", "H"],
  "coordinates": [[2.9567, -0.5541, -0.1403], [-0.6173, 0.0203, 0.7470], [2.9387, -0.1306, -1.2354], [-2.6329, -0.5011, -0.8999], [3.3441, -1.0471, 0.9167], [-2.1731, 2.0948, 0.3744], [-2.0251, 0.5781, 0.6789], [0.0890, 0.6257, 0.2820], [-1.8800, -1.0860, -0.7233]],
  "forces_ev_per_a": [[2.366, -0.678, 0.341], [1.286, 0.727, -0.083], [-1.132, 0.678, -0.999], [0.265, 0.760, 0.716], [-0.942, -0.025, 0.635], [0.380, -2.929, -0.024], [-1.608, 2.051, -0.413], [-0.422, -0.627, 0.215], [-0.193, 0.044, -0.387]],
  "e_homo_ev": -0.90,
  "largest_force_ev_per_a": 2.95,
  "spin_multiplicity": 1,
  "homo_lumo_gap_ev": 7.3,
  "e_tot_ha": -772.68437,
  "relative_energy_kcal_mol": 1.5,
  "charge": -2
}